No. 1
Molecular formula: CH2F3NS
Method: DFT, wB97M-V/def2-TZVPD

Element x y z (Å)
C: 1.37 -0.25 0.20
S: -0.21 0.12 0.14
F: -0.43 1.35 1.28
F: -1.13 1.30 -1.03
N: -1.02 -1.16 0.14
F: -2.23 -1.03 -0.41
H: 2.10 0.58 0.22
H: 1.56 -0.91 -0.54

Calculated values
HOMO level (alpha / beta)   -10.606 / -10.606 eV
SMILES   C=S(F)(F)=NF
LUMO (alpha / beta)   -1.482 / -1.482 eV
Relative energy (zero: lowest compared OMol25 entry of this formula, charge and spin)   629.34 kJ/mol
Total energy   -791.59149 a.u.



No. 2
Molecular formula: C38H27Cl2IrN3O5PS3
Method: DFT, wB97M-V/def2-TZVPD

Element x y z (Å)
Ir: -0.64 1.66 -0.35
Cl: -0.37 1.76 2.22
C: 0.24 3.38 2.52
C: 0.59 3.67 3.82
C: 1.10 4.92 4.11
C: 1.23 5.86 3.10
C: 0.86 5.55 1.81
Cl: 1.07 6.76 0.59
C: 0.35 4.29 1.46
S: -0.06 3.93 -0.20
H: 0.49 2.92 4.59
H: 1.40 5.17 5.12
H: 1.64 6.85 3.31
O: -2.89 -0.68 -0.28
C: -2.24 -1.66 -0.48
O: -0.87 -1.52 -0.74
C: -2.60 -3.10 -0.48
C: -3.89 -3.60 -0.33
C: -4.05 -4.97 -0.32
C: -2.96 -5.83 -0.45
C: -1.68 -5.33 -0.61
C: -1.51 -3.96 -0.62
P: -0.07 -2.91 -0.80
C: 0.67 -2.95 -2.41
C: 1.11 -1.74 -2.95
C: 1.65 -1.74 -4.23
C: 1.75 -2.93 -4.95
C: 1.29 -4.12 -4.40
C: 0.74 -4.14 -3.13
C: 1.02 -2.94 0.58
C: 2.09 -2.04 0.58
C: 2.85 -1.88 1.72
C: 2.54 -2.62 2.86
C: 1.48 -3.51 2.86
C: 0.70 -3.67 1.73
H: -4.72 -2.92 -0.22
H: -5.05 -5.39 -0.21
H: -3.12 -6.90 -0.44
H: -0.84 -6.01 -0.70
H: 0.99 -0.81 -2.41
H: 2.00 -0.81 -4.66
H: 2.17 -2.92 -5.94
H: 1.34 -5.04 -4.98
H: 0.37 -5.07 -2.72
H: 2.31 -1.45 -0.30
H: 3.67 -1.18 1.72
H: 3.13 -2.49 3.75
H: 1.25 -4.08 3.75
H: -0.13 -4.37 1.73
O: 3.96 3.93 1.52
S: 3.53 2.58 1.75
O: 3.42 2.11 3.10
N: 2.14 2.27 0.95
C: 2.28 1.31 0.09
O: 1.29 0.78 -0.52
C: 3.69 0.82 -0.10
C: 4.23 -0.07 -1.01
C: 5.60 -0.33 -0.96
C: 6.41 0.29 -0.03
C: 5.88 1.21 0.87
C: 4.52 1.45 0.81
H: 3.62 -0.54 -1.76
H: 6.03 -1.02 -1.68
H: 7.47 0.08 -0.01
H: 6.50 1.72 1.59
N: -7.42 3.92 0.12
C: -6.74 3.28 -0.86
S: -7.64 2.90 -2.30
C: -5.39 2.91 -0.73
C: -4.68 3.02 0.49
C: -3.36 2.66 0.56
N: -2.66 2.19 -0.49
C: -3.32 2.07 -1.66
C: -4.64 2.40 -1.83
H: -8.38 4.18 0.00
H: -6.92 4.35 0.88
H: -5.16 3.35 1.40
H: -2.82 2.75 1.49
H: -2.74 1.70 -2.49
H: -5.08 2.30 -2.81

Calculated values
Charge   +1
HOMO level (alpha / beta)   -8.493 / -9.683 eV
LUMO (alpha / beta)   -3.390 / -4.973 eV
Relative energy (zero: lowest compared OMol25 entry of this formula, charge and spin)   0.00 kJ/mol
Total energy   -4565.07465 a.u.
Spin multiplicity   6



No. 3
Molecular formula: C9H12N3
Method: DFT, wB97M-V/def2-TZVPD

Element x y z (Å)
C: -0.36 2.04 -1.94
C: -0.44 3.07 -0.91
C: -0.40 0.73 -1.61
C: -0.58 2.70 0.39
C: -0.63 0.37 -0.19
C: 1.82 -0.89 0.58
C: -1.07 -2.26 -0.11
C: -1.14 -1.72 1.37
C: -0.50 -0.98 0.28
N: -0.80 1.36 0.71
N: 2.21 -0.45 1.64
N: 2.33 -1.35 -0.53
H: -0.25 2.27 -2.90
H: -0.23 4.08 -1.34
H: -0.30 -0.17 -2.13
H: -0.61 3.30 1.18
H: -0.37 -3.21 -0.22
H: -2.03 -2.40 -0.60
H: -2.11 -1.47 1.75
H: -0.46 -2.26 1.95
H: -1.14 1.15 1.63
H: 2.19 -0.47 2.66
H: 1.63 -1.59 -1.20
H: 3.23 -1.84 -0.45

Calculated values
Charge   +1
HOMO level   -11.399 eV
LUMO   -3.835 eV
Relative energy (zero: lowest compared OMol25 entry of this formula, charge and spin)   377.67 kJ/mol
Total energy   -514.03226 a.u.



No. 4
Molecular formula: C18H34ClN3O7S
Method: DFT, wB97M-V/def2-TZVPD

Element x y z (Å)
C: 3.80 1.48 -0.77
C: 2.71 2.53 -0.46
C: 1.49 2.38 -1.40
C: 0.17 2.18 -0.63
C: -0.24 0.70 -0.50
C: -1.34 0.32 -1.52
C: -2.44 -0.57 -0.95
C: -3.19 0.02 0.26
C: -3.30 1.54 0.31
C: -4.31 2.19 -0.65
Cl: -3.65 3.82 -1.06
O: -5.53 2.45 0.10
S: -6.71 2.80 -0.93
O: -6.72 4.16 -1.32
O: -7.91 2.21 -0.50
O: -6.13 1.90 -2.16
C: -4.85 1.38 -1.81
O: -4.05 1.27 -2.97
C: -4.08 2.31 -3.76
N: -3.85 3.29 -4.35
H: 4.70 1.78 -0.25
H: 3.95 1.46 -1.84
H: 3.44 0.52 -0.42
H: 3.14 3.52 -0.53
H: 2.41 2.37 0.57
H: 1.40 3.32 -1.93
H: 1.66 1.59 -2.13
H: 0.28 2.61 0.36
H: -0.60 2.77 -1.13
H: 0.65 0.11 -0.66
H: -0.61 0.52 0.50
H: -0.85 -0.27 -2.30
H: -1.73 1.18 -2.04
H: -2.05 -1.54 -0.64
H: -3.16 -0.79 -1.72
H: -2.70 -0.29 1.18
H: -4.19 -0.39 0.32
H: -2.36 2.05 0.20
H: -3.67 1.80 1.30
H: -5.06 0.37 -1.48
C: 7.72 -2.62 1.35
N: 6.96 -1.39 1.27
C: 6.84 -0.53 0.22
C: 7.59 -0.87 -1.05
O: 6.16 0.47 0.31
H: 7.05 -3.46 1.56
H: 8.45 -2.55 2.15
H: 8.24 -2.82 0.41
H: 6.43 -1.10 2.08
H: 7.40 -0.10 -1.78
H: 8.67 -0.92 -0.86
H: 7.26 -1.83 -1.45
C: -1.06 -3.70 4.07
N: -0.96 -3.37 2.66
C: -1.93 -3.38 1.72
C: -3.32 -3.77 2.15
O: -1.68 -3.08 0.56
H: -0.76 -2.84 4.67
H: -0.40 -4.53 4.30
H: -2.08 -3.97 4.33
H: -0.06 -3.10 2.30
H: -3.98 -3.73 1.29
H: -3.33 -4.79 2.55
H: -3.70 -3.09 2.92

Calculated values
HOMO level   -9.710 eV
SMILES   CCCCCCCCC[C@]1(Cl)OS(=O)(=O)O[C@H]1OC#N.CNC(C)=O.CNC(C)=O
LUMO   0.346 eV
Total energy   -2255.52504 a.u.



No. 5
Molecular formula: C5H6O2
Method: DFT, wB97M-V/def2-TZVPD

Element x y z (Å)
C: 0.73 -0.68 -1.50
C: 0.26 -0.03 -0.23
C: -0.12 -0.64 1.15
C: -1.03 0.31 0.39
C: -0.42 1.64 0.71
O: -0.64 2.57 1.42
O: 0.78 1.31 0.08
H: 1.77 -1.02 -1.40
H: 0.68 -0.05 -2.40
H: 0.11 -1.57 -1.68
H: 0.51 -0.27 1.95
H: -0.63 -1.56 1.44
H: -2.01 -0.02 0.07

Calculated values
HOMO level   -10.079 eV
LUMO   0.849 eV
Relative energy (zero: lowest compared OMol25 entry of this formula, charge and spin)   175.05 kJ/mol
Total energy   -344.53524 a.u.



No. 6
Molecular formula: C30H38N4O4
Method: DFT, wB97M-V/def2-TZVPD

Element x y z (Å)
C: -5.15 -0.24 -2.23
O: -5.26 -1.42 -1.47
C: -4.23 -1.77 -0.66
C: -2.98 -1.16 -0.65
C: -2.01 -1.59 0.24
C: -2.26 -2.62 1.13
C: -1.20 -3.04 2.12
N: -0.02 -3.60 1.48
C: 1.00 -2.77 1.08
O: 1.06 -1.60 1.40
N: 1.94 -3.39 0.31
C: 3.16 -2.69 -0.10
C: 4.04 -2.42 1.12
C: 3.91 -3.58 -1.10
C: 2.70 -1.42 -0.81
C: 1.71 -1.54 -1.79
C: 1.25 -0.42 -2.45
C: 1.74 0.84 -2.14
C: 2.71 0.97 -1.16
C: 3.29 2.32 -0.75
C: 2.44 3.51 -1.20
C: 4.69 2.44 -1.37
N: 3.46 2.36 0.70
C: 2.46 2.35 1.66
O: 2.66 2.86 2.75
N: 1.30 1.75 1.30
C: 0.26 1.50 2.27
C: -1.10 1.80 1.70
C: -2.20 1.01 2.02
C: -3.44 1.27 1.47
C: -3.61 2.33 0.58
O: -4.86 2.48 0.05
C: -5.12 3.60 -0.76
C: -2.52 3.14 0.27
C: -1.28 2.87 0.84
C: 3.20 -0.17 -0.52
C: -3.50 -3.25 1.10
C: -4.47 -2.83 0.21
H: -4.35 -0.33 -2.99
H: -6.10 -0.12 -2.74
H: -4.96 0.62 -1.59
H: -2.75 -0.34 -1.31
H: -1.05 -1.10 0.25
H: -0.85 -2.17 2.67
H: -1.59 -3.78 2.82
H: -0.16 -4.46 0.97
H: 1.97 -4.40 0.29
H: 4.25 -3.36 1.63
H: 3.52 -1.76 1.81
H: 4.99 -1.97 0.82
H: 4.78 -3.05 -1.48
H: 4.24 -4.49 -0.61
H: 3.27 -3.85 -1.94
H: 1.29 -2.50 -2.02
H: 0.48 -0.52 -3.21
H: 1.35 1.70 -2.65
H: 2.46 3.62 -2.28
H: 2.83 4.42 -0.76
H: 1.41 3.39 -0.87
H: 5.34 1.66 -0.99
H: 4.62 2.33 -2.45
H: 5.13 3.41 -1.14
H: 4.24 2.93 1.01
H: 1.31 1.11 0.52
H: 0.47 2.15 3.13
H: 0.30 0.46 2.60
H: -2.09 0.18 2.70
H: -4.29 0.65 1.70
H: -6.18 3.54 -1.01
H: -4.92 4.53 -0.23
H: -4.53 3.57 -1.69
H: -2.62 3.97 -0.40
H: -0.44 3.50 0.60
H: 3.95 -0.04 0.24
H: -3.71 -4.06 1.78
H: -5.44 -3.31 0.19

Calculated values
HOMO level   -8.095 eV
SMILES   COc1ccc(CNC(=O)NC(C)(C)c2cccc(C(C)(C)NC(=O)NCc3ccc(OC)cc3)c2)cc1
LUMO   0.562 eV
Relative energy (zero: lowest compared OMol25 entry of this formula, charge and spin)   0.00 kJ/mol
Total energy   -1686.03519 a.u.



No. 7
Molecular formula: C11H21N2O12PS
Method: DFT, wB97M-V/def2-TZVPD

Element x y z (Å)
C: 0.01 -0.08 0.50
C: -1.04 -0.19 -0.64
O: -0.72 0.56 -1.85
N: 0.55 1.08 -1.80
O: 0.62 2.01 -2.51
O: -2.11 0.61 -0.11
S: -3.58 -0.09 -0.46
O: -4.06 0.67 -1.63
O: -4.43 0.08 0.73
O: -2.96 -1.59 -0.71
C: -1.53 -1.66 -1.06
C: -1.07 -2.86 -0.18
C: 0.10 -3.72 -0.77
C: 1.54 -3.25 -0.32
C: 2.27 -2.34 -1.36
N: 2.53 -3.00 -2.66
P: -1.68 -1.98 -2.92
O: -2.14 -3.41 -3.08
O: -2.81 -1.01 -3.62
O: -0.18 -1.90 -3.67
H: 0.96 -0.56 0.20
H: 0.19 0.97 0.78
H: -0.36 -0.57 1.42
H: -1.95 -3.53 -0.09
H: -0.80 -2.57 0.86
H: -0.02 -4.74 -0.33
H: 0.03 -3.88 -1.86
H: 1.46 -2.66 0.62
H: 2.15 -4.15 -0.10
H: 3.27 -2.11 -0.92
H: 1.78 -1.36 -1.54
H: 1.76 -3.60 -2.94
H: 2.55 -2.27 -3.37
H: -2.86 -1.23 -4.56
H: 0.11 -0.97 -3.58
C: 1.30 5.52 4.40
C: 1.34 4.57 3.23
C: -0.02 4.19 2.70
O: 0.25 2.91 2.10
C: 1.29 2.37 2.79
O: 1.66 1.25 2.67
O: 1.86 3.29 3.61
H: 0.54 5.24 5.12
H: 2.26 5.51 4.93
H: 1.10 6.54 4.06
H: 1.98 4.97 2.44
H: -0.40 4.89 1.96
H: -0.76 4.04 3.48

Calculated values
HOMO level   -9.363 eV
SMILES   C[C@]1(ON=O)OS(=O)(=O)O[C@@]1(CCCCN)P(=O)(O)O.C[C@@H]1COC(=O)O1
LUMO   -0.571 eV
Total energy   -2183.61796 a.u.



No. 8
Molecular formula: C12H12N2O
Method: DFT, wB97M-V/def2-TZVPD

Element x y z (Å)
O: -2.57 0.05 -3.35
C: -2.48 0.01 -2.06
C: -3.09 1.24 -1.48
C: -1.63 1.08 -1.30
N: -1.02 0.80 -0.06
C: 0.25 0.29 -0.01
C: 0.87 -0.09 -1.21
C: 2.15 -0.84 -1.15
C: 2.76 -0.87 0.07
C: 2.13 -0.59 1.26
C: 2.74 -0.86 2.56
N: 2.14 -0.59 3.61
C: 0.79 -0.16 3.59
C: 0.10 0.05 2.45
C: 0.87 -0.02 1.28
H: -2.15 -0.88 -3.71
H: -2.52 -1.03 -1.52
H: -3.57 1.11 -0.63
H: -3.51 2.18 -1.99
H: -0.88 1.70 -1.93
H: -1.36 1.36 0.74
H: 0.41 -0.23 -2.24
H: 2.57 -1.36 -2.15
H: 3.86 -1.15 -0.10
H: 3.79 -1.08 2.53
H: 0.37 -0.19 4.50
H: -1.03 0.09 2.31

Calculated values
HOMO level   -7.709 eV
SMILES   O[C@@H]1C[C@H]1Nc1cccc2cnccc12
LUMO   0.453 eV
Relative energy (zero: lowest compared OMol25 entry of this formula, charge and spin)   358.15 kJ/mol
Total energy   -649.08093 a.u.



No. 9
Molecular formula: C10H10BrCeF5OTe
Method: DFT, wB97M-V/def2-TZVPD

Element x y z (Å)
C: 2.36 1.13 -0.60
C: 1.66 2.15 0.11
C: 1.41 1.66 1.44
H: 1.40 3.14 -0.25
C: 1.94 0.31 1.51
C: 2.54 0.01 0.26
H: 3.13 -0.88 0.04
H: 2.82 1.24 -1.58
H: 0.96 2.20 2.27
H: 1.93 -0.33 2.40
Ce: -0.51 0.69 0.13
Br: -1.91 2.82 -0.66
C: -1.29 -1.37 -2.09
C: -0.02 -2.01 -1.94
C: 0.97 -1.14 -2.46
H: 0.15 -3.01 -1.53
C: 0.34 0.05 -2.91
C: -1.07 -0.09 -2.71
H: -1.85 0.61 -3.02
H: -2.27 -1.82 -1.88
H: 2.03 -1.37 -2.54
H: 0.82 0.87 -3.43
F: -2.77 -0.41 4.61
Te: -2.25 -0.76 2.80
F: -0.51 -1.27 3.41
F: -1.56 1.09 2.56
F: -2.84 -2.54 2.84
F: -3.91 -0.06 2.19
O: -1.70 -0.93 1.02

Calculated values
Charge   -1
HOMO level (alpha / beta)   -4.035 / -4.040 eV
LUMO (alpha / beta)   0.271 / 0.274 eV
Relative energy (zero: lowest compared OMol25 entry of this formula, charge and spin)   0.00 kJ/mol
Total energy   -4278.94540 a.u.
Spin multiplicity   2



No. 10
Molecular formula: C5H9NaO4Y
Method: DFT, wB97M-V/def2-TZVPD

Element x y z (Å)
O: 1.49 -2.47 1.62
C: 0.19 -2.45 1.64
C: -0.66 -1.48 1.20
O: 0.02 -0.33 0.69
C: -0.62 0.38 -0.34
C: 0.33 1.42 -0.87
O: 1.50 0.77 -1.34
C: 2.41 1.64 -1.99
Na: 2.17 -0.89 0.20
H: -0.32 -3.32 2.13
H: -1.53 0.88 0.03
H: -0.92 -0.31 -1.15
H: 0.60 2.14 -0.08
H: -0.16 1.98 -1.69
H: 3.28 1.05 -2.28
H: 1.95 2.08 -2.90
H: 2.72 2.46 -1.32
Y: -3.06 -1.92 1.25
O: -4.70 -1.14 2.24
H: -4.69 -0.50 2.97

Calculated values
Charge   +1
HOMO level   -10.274 eV
LUMO   -5.213 eV
Relative energy (zero: lowest compared OMol25 entry of this formula, charge and spin)   0.00 kJ/mol
Total energy   -697.23170 a.u.



No. 11
Molecular formula: C22H43N2P3SV
Method: DFT, wB97M-V/def2-TZVPD

Element x y z (Å)
V: -0.10 0.60 -0.36
P: -1.74 2.13 0.14
P: -1.64 -1.41 1.33
P: 1.92 1.79 -0.29
H: -1.26 -4.79 -0.53
C: -0.61 -3.92 -0.50
C: 0.75 -3.92 -0.40
H: 1.27 -4.49 0.41
C: -2.97 1.79 -1.22
C: -2.97 2.26 1.47
C: -1.28 3.89 -0.05
C: -1.40 -3.15 2.01
C: -2.11 -0.82 2.99
C: -3.37 -1.79 0.85
C: 3.22 0.55 -0.66
C: 2.50 3.00 0.92
C: 1.60 2.70 -1.79
H: -1.14 -2.95 -0.71
H: 1.34 -3.19 -0.92
H: -3.67 2.62 -1.15
H: -3.44 0.85 -1.01
H: -2.45 1.80 -2.17
H: -3.58 3.14 1.21
H: -2.51 2.42 2.45
H: -3.62 1.38 1.50
H: -2.23 4.44 -0.09
H: -0.72 4.04 -0.98
H: -0.70 4.24 0.82
H: -2.34 -3.29 2.52
H: -0.56 -3.15 2.71
H: -1.28 -4.00 1.34
H: -2.89 -1.56 3.24
H: -2.57 0.17 3.02
H: -1.27 -0.87 3.71
H: -3.59 -2.65 1.44
H: -3.46 -2.04 -0.21
H: -4.05 -0.97 1.10
H: 4.00 1.05 -1.29
H: 2.82 -0.32 -1.23
H: 3.69 0.15 0.26
H: 3.36 3.53 0.47
H: 2.78 2.52 1.85
H: 1.69 3.71 1.13
H: 2.47 2.59 -2.47
H: 1.34 3.74 -1.58
H: 0.71 2.28 -2.37
C: 0.85 -0.56 -4.28
C: 0.35 -0.11 -5.52
C: 0.54 -0.90 -6.66
C: 1.28 -2.09 -6.63
C: 1.78 -2.49 -5.39
C: 1.55 -1.75 -4.24
S: 0.88 0.27 -2.70
H: -0.77 0.80 -1.71
H: -0.23 0.78 -5.57
H: 0.11 -0.63 -7.63
H: 1.44 -2.70 -7.53
H: 2.36 -3.41 -5.33
H: 1.85 -2.13 -3.25
N: 2.17 -0.08 5.71
C: 1.62 -0.05 4.46
C: 1.91 -1.01 3.50
C: 1.38 -0.84 2.24
N: 0.78 0.31 1.85
C: 0.46 1.24 2.79
C: 0.80 1.08 4.14
H: 2.75 -0.84 5.93
H: 1.95 0.62 6.41
H: 2.53 -1.87 3.75
H: 1.38 -1.67 1.50
H: -0.13 2.06 2.40
H: 0.47 1.86 4.84

Calculated values
Charge   +3
HOMO level (alpha / beta)   -16.296 / -16.297 eV
LUMO (alpha / beta)   -11.125 / -11.743 eV
Relative energy (zero: lowest compared OMol25 entry of this formula, charge and spin)   573.81 kJ/mol
Total energy   -3338.64326 a.u.
Spin multiplicity   3